This record from the Open Molecules 2025 dataset describes a molecular structure, C25H29ClN4OPTb in a non-equilibrium geometry. The level of theory is ωB97M-V/def2-TZVPD.

Its molar mass is 626.89 g mol⁻¹. Its expectation value of S² is 12.721. The spin multiplicity is 7. Its net charge is +2. For the relative energy (zero: lowest compared OMol25 entry of this formula, charge and spin), the calculation gives 0.1273 eV. The calculation puts the total energy at -78634.3333 eV. The orbital gap (alpha / beta) comes out at 6.6 / 6.9 eV.

The geometry in XYZ format:
```
62
C25H29ClN4OPTb | the Open Molecules 2025 dataset | ωB97M-V/def2-TZVPD
Tb -0.18 0.98 0.01
Cl -2.20 2.03 -0.89
C 0.94 -1.34 0.61
O 1.43 -2.32 1.01
P 0.97 -0.54 -2.21
C 2.22 0.65 -2.88
C 1.80 -2.15 -2.39
C -0.40 -0.56 -3.45
C 1.27 -3.20 -3.18
C 1.93 -4.43 -3.24
C 3.10 -4.64 -2.52
C 3.62 -3.62 -1.72
C 2.97 -2.39 -1.65
H 0.35 -3.04 -3.75
H 1.51 -5.24 -3.85
H 3.60 -5.61 -2.56
H 4.53 -3.78 -1.14
H 3.38 -1.59 -1.03
C 2.18 1.98 -2.41
C 3.15 2.89 -2.85
C 4.12 2.51 -3.78
C 4.14 1.20 -4.26
C 3.21 0.26 -3.81
H 1.38 2.31 -1.72
H 3.12 3.90 -2.46
H 4.85 3.24 -4.12
H 4.90 0.90 -4.99
H 3.25 -0.77 -4.18
C -0.22 -0.04 -4.75
C -1.29 -0.10 -5.65
C -2.52 -0.63 -5.28
C -2.70 -1.09 -3.97
C -1.65 -1.07 -3.06
H 0.73 0.41 -5.03
H -1.14 0.28 -6.66
H -3.35 -0.67 -5.99
H -3.67 -1.47 -3.65
H -1.79 -1.45 -2.03
H 0.26 4.77 -0.97
H -0.39 4.62 -1.32
C -0.32 -0.34 3.35
N -0.91 0.44 2.22
C -0.77 1.93 2.56
N -1.41 2.28 3.85
C -0.78 1.44 4.91
N -0.95 -0.01 4.66
C -2.40 -0.31 4.56
N -3.06 0.49 3.48
C -2.41 0.16 2.20
C -2.85 1.93 3.77
H 0.75 -0.11 3.40
H -0.49 -1.41 3.14
H -1.23 2.52 1.74
H 0.32 2.14 2.65
H -1.27 1.69 5.86
H 0.31 1.67 4.96
H -2.54 -1.39 4.34
H -2.88 -0.04 5.51
H -2.85 0.75 1.38
H -2.53 -0.92 2.01
H -3.30 2.13 4.75
H -3.34 2.54 2.98
```